No. 1
85
Properties=species:S:1:pos:R:3 method="wB97M-V/def2-TZVPD" total_charge=0 e_above_lowest_kj_mol=0.00 homo_lumo_gap_ev=9.418 max_force_ev_per_a=1.17
O 2.7221 3.7268 -0.8756
B 2.3429 3.2532 -2.0852
O 3.2849 2.8135 -2.9818
B 0.6657 3.2055 -2.4209
O -0.2007 4.2632 -2.1569
B -1.3099 3.8610 -1.4524
O -1.9011 2.6361 -1.7634
B -0.9668 1.6986 -2.0866
Br -0.9477 -0.0459 -1.2820
O 0.0649 2.0448 -2.9221
H 3.6810 3.6620 -0.7694
H 2.9809 2.0241 -3.4391
H -1.7555 4.4913 -0.5538
C -5.0546 -2.7882 2.2717
C -6.2047 -2.0153 2.1995
C -6.1848 -0.8036 1.5228
C -5.0169 -0.3677 0.9129
C -3.8678 -1.1424 0.9811
C -3.8870 -2.3502 1.6634
H -5.0677 -3.7331 2.7999
H -7.1167 -2.3576 2.6711
H -7.0807 -0.1986 1.4704
H -5.0016 0.5757 0.3821
H -2.9589 -0.8019 0.5020
H -2.9875 -2.9504 1.7237
C 0.0164 -3.4417 2.2788
C 0.1657 -2.2804 1.5348
C 1.2075 -1.4075 1.8110
C 2.1039 -1.6986 2.8295
C 1.9562 -2.8607 3.5731
C 0.9110 -3.7309 3.2990
H -0.7963 -4.1240 2.0634
H -0.5311 -2.0530 0.7390
H 1.3186 -0.4990 1.2324
H 2.9183 -1.0191 3.0446
H 2.6558 -3.0909 4.3669
H 0.7940 -4.6363 3.8811
C -3.5936 -6.2779 1.5197
C -3.4756 -7.5154 2.1359
C -4.4085 -8.5094 1.8773
C -5.4555 -8.2663 0.9998
C -5.5717 -7.0287 0.3827
C -4.6417 -6.0331 0.6442
H -2.8669 -5.5010 1.7223
H -2.6564 -7.7058 2.8173
H -4.3197 -9.4739 2.3601
H -6.1818 -9.0425 0.7968
H -6.3882 -6.8395 -0.3019
H -4.7337 -5.0648 0.1690
C -0.2845 7.8210 -6.2209
C -1.4074 7.7432 -7.0326
C -2.3059 6.6971 -6.8773
C -2.0834 5.7308 -5.9066
C -0.9619 5.8103 -5.0930
C -0.0607 6.8538 -5.2518
H 0.4173 8.6357 -6.3437
H -1.5826 8.4988 -7.7875
H -3.1793 6.6348 -7.5134
H -2.7851 4.9156 -5.7839
H -0.7851 5.0612 -4.3351
H 0.8168 6.9127 -4.6195
C 3.7293 -6.1604 5.4248
C 2.9355 -5.5626 6.3932
C 3.5084 -5.0762 7.5596
C 4.8774 -5.1858 7.7563
C 5.6720 -5.7827 6.7878
C 5.0981 -6.2714 5.6228
H 3.2816 -6.5387 4.5147
H 1.8676 -5.4728 6.2379
H 2.8879 -4.6116 8.3149
H 5.3256 -4.8050 8.6648
H 6.7400 -5.8664 6.9409
H 5.7178 -6.7389 4.8688
C 5.1627 6.9071 -5.1317
C 4.6211 5.8842 -4.3663
C 4.1211 6.1585 -3.1019
C 4.1553 7.4527 -2.6025
C 4.6959 8.4751 -3.3692
C 5.2012 8.2016 -4.6325
H 5.5546 6.6957 -6.1180
H 4.5857 4.8731 -4.7504
H 3.6979 5.3611 -2.5072
H 3.7588 7.6635 -1.6176
H 4.7224 9.4856 -2.9826
H 5.6251 8.9988 -5.2293


No. 2
105
Properties=species:S:1:pos:R:3 method="wB97M-V/def2-TZVPD" smiles="O=[PH2]c1cc2nccnc2c(I)c1CCc1ccccc1.CCOC(=O)C(F)(F)F.CCOC(=O)C(F)(F)F.CCOC(=O)C(F)(F)F.CCOC(=O)C(F)(F)F.CCOC(=O)C(F)(F)F" total_charge=0 homo_lumo_gap_ev=8.035 max_force_ev_per_a=3.69
O -2.9928 -1.5263 -1.0908
P -2.7014 -0.1192 -0.7007
C -1.2411 -0.0269 0.3591
C -1.1956 -1.0749 1.2367
C -0.1160 -1.2383 2.1181
N -0.1058 -2.3136 2.9579
C 0.9283 -2.3946 3.7441
C 1.9937 -1.4556 3.7124
N 2.0153 -0.4409 2.8969
C 0.9343 -0.2991 2.0820
C 0.8590 0.7877 1.1689
I 2.5287 2.0415 1.1271
C -0.2024 0.9638 0.3172
C -0.2951 2.0967 -0.6723
C -0.2064 3.5465 -0.1299
C -0.7562 3.7510 1.2564
C -0.0939 4.5929 2.1377
C -0.5874 4.8390 3.4119
C -1.7556 4.2192 3.8297
C -2.4252 3.3755 2.9597
C -1.9393 3.1504 1.6836
H -2.4572 0.6547 -1.8385
H -3.7849 0.4377 0.0022
H -1.9905 -1.8084 1.2599
H 0.9724 -3.2182 4.4468
H 2.8326 -1.5956 4.3790
H -1.2067 2.0371 -1.2517
H 0.5189 1.9636 -1.3895
H 0.8126 3.9105 -0.1965
H -0.8011 4.1600 -0.8042
H 0.8152 5.0877 1.8247
H -0.0458 5.5161 4.0572
H -2.1256 4.3948 4.8295
H -3.3443 2.9174 3.2988
H -2.4746 2.5032 1.0010
C 2.9485 9.9963 0.4636
C 1.4461 10.1651 0.4857
O 0.8210 9.4217 -0.5828
C 0.6127 8.1378 -0.3508
O 0.8831 7.5260 0.6392
C -0.0939 7.5013 -1.5660
F 0.4593 7.8985 -2.7139
F -1.3856 7.8548 -1.5844
F -0.0233 6.1758 -1.5002
H 3.3486 10.2753 -0.5112
H 3.4062 10.6259 1.2256
H 3.2285 8.9611 0.6555
H 1.1690 11.2017 0.3096
H 1.0204 9.8625 1.4412
C 1.3467 0.5702 -6.0101
C 0.8310 1.9895 -6.0363
O 1.2726 2.6825 -4.8506
C 2.4573 3.2682 -4.8901
O 3.2010 3.3650 -5.8188
C 2.7290 3.8832 -3.5023
F 2.4381 2.9841 -2.5565
F 1.9728 4.9743 -3.3233
F 4.0016 4.2336 -3.3622
H 1.0402 0.1090 -5.0827
H 0.9454 -0.0016 -6.8461
H 2.4354 0.5392 -6.0612
H -0.2558 1.9914 -5.9867
H 1.1215 2.5418 -6.9286
C -3.3203 -4.2328 -2.6858
C -4.7931 -3.9531 -2.5280
O -5.5753 -4.6372 -3.5383
C -5.8641 -5.9005 -3.2951
O -5.5578 -6.5499 -2.3394
C -6.7329 -6.4612 -4.4422
F -6.2630 -6.0933 -5.6375
F -7.9865 -6.0009 -4.3270
F -6.7679 -7.7881 -4.3957
H -2.9866 -3.9741 -3.6923
H -2.7643 -3.6385 -1.9645
H -3.0991 -5.2898 -2.5255
H -4.9968 -2.8957 -2.6716
H -5.1512 -4.2289 -1.5378
C -0.5895 -5.1781 -0.6853
C -1.1114 -3.7611 -0.7553
O -0.1362 -2.8726 -1.3472
C -0.0937 -2.8473 -2.6663
O -0.7608 -3.4752 -3.4327
C 0.9464 -1.8013 -3.1212
F 2.0766 -1.8797 -2.4186
F 0.4389 -0.5697 -2.9480
F 1.2451 -1.9569 -4.4103
H 0.3606 -5.2082 -0.1515
H -1.3059 -5.8130 -0.1656
H -0.4258 -5.5846 -1.6829
H -1.2899 -3.3617 0.2404
H -2.0460 -3.7010 -1.3108
C 3.7033 -8.2836 7.2475
C 2.7536 -7.1089 7.3051
O 3.4409 -5.8666 7.0353
C 3.6237 -5.5695 5.7612
O 3.2867 -6.2061 4.8087
C 4.3265 -4.2006 5.6461
F 5.3307 -4.0854 6.5145
F 3.4410 -3.2184 5.8981
F 4.8064 -4.0186 4.4230
H 4.5411 -8.1296 7.9275
H 3.1831 -9.1976 7.5308
H 4.1065 -8.4116 6.2436
H 2.3397 -6.9920 8.3037
H 1.9236 -7.2270 6.6103